Entry from the OMol25 dataset: a cluster of 7 separate species, C90H63N2O14 in total (wB97M-V/def2-TZVPD).

Positions of all 169 atoms, in Å:
C  -0.4294  -6.3113  -6.2876
C  -1.9267  -6.5250  -6.0195
O  -2.1809  -7.4601  -4.9779
C  -2.7587  -6.9178  -7.2581
N  -2.8639  -8.4024  -7.3761
C  -1.7753  -9.1245  -8.1195
C  -1.7221  -8.7121  -9.5956
C  -0.6211  -7.6913  -9.8435
N  0.6928  -8.2078  -9.5791
O  -0.8572  -6.5605  -10.2018
H  -0.1912  -5.2481  -6.2816
H  0.1685  -6.7603  -5.4912
H  -0.1112  -6.7168  -7.2451
H  -2.3509  -5.5761  -5.6877
H  -1.4146  -8.0307  -4.8627
H  -3.7770  -6.5481  -7.1399
H  -2.3511  -6.4848  -8.1691
H  -2.9411  -8.7832  -6.4266
H  -3.7407  -8.6217  -7.8475
H  -2.0012  -10.1876  -8.0346
H  -0.8271  -8.9697  -7.6054
H  -1.5196  -9.5914  -10.2034
H  -2.6658  -8.2604  -9.9080
H  1.0884  -7.6686  -8.8092
H  1.2707  -7.9449  -10.3762
C  6.7607  -8.2351  -1.6254
C  6.0852  -7.1335  -1.1115
C  5.2317  -6.4012  -1.9189
C  5.0570  -6.7645  -3.2485
C  5.7439  -7.8663  -3.7680
C  6.5909  -8.6021  -2.9497
C  5.5909  -8.2672  -5.1934
O  6.1595  -9.2344  -5.6477
C  4.6995  -7.4353  -6.0596
C  4.5623  -7.7677  -7.4019
C  3.7275  -7.0170  -8.2115
C  3.0271  -5.9330  -7.6889
C  3.1631  -5.5999  -6.3524
C  3.9985  -6.3499  -5.5342
C  4.1274  -5.9730  -4.0947
O  3.4763  -5.0557  -3.6397
H  7.4232  -8.8070  -0.9902
H  6.2261  -6.8467  -0.0782
H  4.6980  -5.5455  -1.5290
H  7.1132  -9.4549  -3.3599
H  5.1064  -8.6150  -7.7952
H  3.6218  -7.2725  -9.2585
H  2.3818  -5.3431  -8.3297
H  2.6334  -4.7554  -5.9325
C  -1.1065  -1.5589  4.0124
C  0.0897  -0.9149  4.3071
C  1.0798  -0.8111  3.3441
C  0.8770  -1.3493  2.0794
C  -0.3219  -2.0060  1.7872
C  -1.3104  -2.1065  2.7575
C  -0.5650  -2.5999  0.4451
O  -1.6111  -3.1539  0.1770
C  0.5189  -2.4839  -0.5726
C  0.3288  -3.0583  -1.8239
C  1.3141  -2.9583  -2.7880
C  2.4934  -2.2739  -2.5150
C  2.6867  -1.6989  -1.2720
C  1.7053  -1.8061  -0.2923
C  1.9414  -1.1951  1.0493
O  2.9626  -0.5865  1.2901
H  -1.8894  -1.6170  4.7558
H  0.2437  -0.4820  5.2861
H  2.0090  -0.3019  3.5583
H  -2.2407  -2.6007  2.5146
H  -0.5953  -3.5829  -2.0243
H  1.1709  -3.4172  -3.7567
H  3.2615  -2.1969  -3.2721
H  3.5990  -1.1650  -1.0483
C  6.0332  1.2659  1.6860
C  5.4854  1.1425  0.4142
C  5.2606  2.2682  -0.3583
C  5.5746  3.5263  0.1394
C  6.1172  3.6507  1.4195
C  6.3495  2.5159  2.1879
C  6.4396  4.9868  1.9892
O  6.9285  5.0901  3.0961
C  6.1406  6.1892  1.1645
C  6.3871  7.4493  1.6949
C  6.1256  8.5791  0.9393
C  5.6221  8.4551  -0.3510
C  5.3722  7.2018  -0.8837
C  5.6251  6.0647  -0.1277
C  5.3290  4.7252  -0.7120
O  4.8991  4.6141  -1.8406
H  6.2040  0.3837  2.2881
H  5.2252  0.1661  0.0348
H  4.8351  2.1858  -1.3489
H  6.7699  2.6255  3.1783
H  6.7809  7.5334  2.6981
H  6.3140  9.5598  1.3549
H  5.4227  9.3398  -0.9407
H  4.9782  7.0929  -1.8843
C  -6.9039  4.6862  3.6074
C  -6.3935  3.8536  4.5975
C  -5.3911  2.9465  4.2967
C  -4.9003  2.8599  3.0002
C  -5.4203  3.6882  2.0031
C  -6.4138  4.6048  2.3152
C  -4.9448  3.5975  0.5938
O  -5.3979  4.3199  -0.2699
C  -3.8981  2.5846  0.2774
C  -3.4562  2.4523  -1.0332
C  -2.4752  1.5254  -1.3408
C  -1.9276  0.7287  -0.3406
C  -2.3654  0.8550  0.9661
C  -3.3553  1.7787  1.2789
C  -3.8213  1.8824  2.6929
O  -3.3269  1.1841  3.5522
H  -7.6878  5.3933  3.8451
H  -6.7806  3.9135  5.6057
H  -4.9839  2.2977  5.0593
H  -6.8012  5.2440  1.5362
H  -3.8848  3.0816  -1.8006
H  -2.1323  1.4241  -2.3619
H  -1.1569  0.0076  -0.5835
H  -1.9474  0.2425  1.7531
C  8.5403  4.5847  5.6841
C  9.4545  4.0355  6.5777
C  9.1867  4.0207  7.9359
C  8.0027  4.5673  8.4115
C  7.0905  5.1334  7.5168
C  7.3586  5.1351  6.1531
C  5.8259  5.7552  8.0023
O  5.0244  6.2381  7.2307
C  5.5765  5.7692  9.4734
C  4.4263  6.3807  9.9564
C  4.1712  6.3969  11.3166
C  5.0612  5.7975  12.2016
C  6.2095  5.1883  11.7265
C  6.4739  5.1755  10.3627
C  7.7275  4.5312  9.8751
O  8.4962  3.9979  10.6468
H  8.7484  4.5855  4.6246
H  10.3814  3.6147  6.2099
H  9.8882  3.5901  8.6366
H  6.6433  5.5654  5.4694
H  3.7410  6.8403  9.2581
H  3.2772  6.8774  11.6911
H  4.8580  5.8087  13.2641
H  6.9109  4.7213  12.4035
C  -15.2549  4.1882  3.0388
C  -15.8057  3.5879  1.9116
C  -15.0294  3.3802  0.7846
C  -13.6987  3.7784  0.7764
C  -13.1489  4.3917  1.9043
C  -13.9302  4.5893  3.0358
C  -11.7318  4.8529  1.9142
O  -11.2462  5.3699  2.8985
C  -10.9294  4.6581  0.6735
C  -9.6205  5.1196  0.6428
C  -8.8458  4.9346  -0.4905
C  -9.3810  4.2862  -1.5986
C  -10.6877  3.8294  -1.5764
C  -11.4683  4.0162  -0.4426
C  -12.8777  3.5311  -0.4438
O  -13.3415  2.9550  -1.4046
H  -15.8627  4.3448  3.9198
H  -16.8432  3.2817  1.9144
H  -15.4445  2.9104  -0.0960
H  -13.4911  5.0601  3.9041
H  -9.2188  5.6169  1.5144
H  -7.8220  5.2843  -0.5164
H  -8.7731  4.1384  -2.4812
H  -11.1148  3.3266  -2.4327

Cartesian forces (eV/Å) of the 3 atoms listed first:
C -0.2 0.0 0.2
C 0.2 0.3 0.0
O -0.2 -0.3 -0.3

Computed properties:
Maximum force in hartree/bohr: 0.016
Net charge: +1
E_HOMO in hartree: -0.37720
LUMO in eV: -3.127
Calculated total energy in a.u.: -4630.22452